Entry 1:
ORCA calculation (wB97M-V/def2-TZVPD) on a molecular structure, C5H8FKO4 in a non-equilibrium geometry.

Geometry (Å):
C1 2.73 -0.85 -1.69
O1 1.38 -1.16 -1.60
K1 0.40 -2.14 0.45
C2 3.62 -1.97 -1.16
H1 2.99 -0.67 -2.76
H2 2.99 0.09 -1.15
H3 4.67 -1.81 -1.44
H4 3.59 -1.99 -0.06
H5 3.28 -2.95 -1.53
C3 0.02 0.35 -1.10
O2 -1.13 -0.30 -1.56
C4 -1.32 0.00 -2.90
C5 -0.16 0.92 -3.26
O3 0.34 1.31 -1.98
O4 0.15 0.45 0.12
F1 -2.53 0.66 -3.02
H6 -1.40 -0.92 -3.50
H7 0.62 0.39 -3.81
H8 -0.50 1.81 -3.80

LUMO energy = -0.46 eV
net charge = 0
E = -1196.0909 Eh
multiplicity = 1
energy above the lowest of the compared OMol25 structures with the same formula, charge and spin = 0.408 eV

***

Entry 2:
ORCA calculation (wB97M-V/def2-TZVPD) on a molecular structure, C17H12BF4IN3Pd in a non-equilibrium geometry.

Geometry (Å):
Pd1 -1.19 2.30 1.11
N1 2.78 -5.43 -4.43
C1 2.36 -4.57 -3.79
C2 1.83 -3.49 -2.99
C3 1.50 -3.71 -1.65
C4 0.99 -2.68 -0.89
C5 0.81 -1.41 -1.45
C6 1.15 -1.20 -2.78
C7 1.66 -2.23 -3.55
C8 0.27 -0.30 -0.62
C9 -1.11 -0.35 -0.36
C10 -2.00 -1.36 -0.79
C11 -3.23 -1.10 -0.22
C12 -3.06 0.07 0.54
N2 -1.81 0.53 0.45
C13 1.19 0.63 -0.16
C14 2.62 0.58 -0.32
C15 3.12 1.66 0.35
C16 1.99 2.34 0.90
N3 0.86 1.75 0.59
H1 1.65 -4.69 -1.22
H2 0.73 -2.84 0.14
H3 1.02 -0.21 -3.21
H4 1.92 -2.06 -4.59
H5 -1.74 -2.20 -1.42
H6 -4.14 -1.68 -0.31
H7 -3.79 0.59 1.15
H8 3.17 -0.17 -0.86
H9 4.15 1.95 0.46
H10 1.99 3.24 1.50
F1 -2.14 2.49 5.62
B1 -0.89 2.22 5.05
F2 -0.99 2.37 3.64
F3 0.07 3.14 5.53
F4 -0.49 0.91 5.35
I1 -1.53 4.96 1.04
C17 -2.85 3.29 0.83
H11 -3.24 3.30 -0.19
H12 -3.63 3.36 1.59

LUMO energy = 1.48 eV
net charge = -1
E = -1669.4703 Eh
multiplicity = 1
energy above the lowest of the compared OMol25 structures with the same formula, charge and spin = 0.719 eV